No. 1
Density functional theory data (ωB97M-V with the def2-TZVPD basis set) for a cluster of 8 separate species, C10H36ClN6O7 in total at a distorted geometry.

Its relative energy (zero: lowest compared OMol25 entry of this formula, charge and spin) is 0.0 kcal/mol. As for the LUMO energy: 0.0924 Eh. As for the total charge: -1.

Each line ends with the Löwdin charge.
Atoms and positions in Å:
1 Cl -15.01 -11.02 2.10  0.027
2 C -12.35 -8.03 1.31  -0.689
3 O -11.80 -6.94 1.20  -0.010
4 N -11.89 -9.07 2.08  0.145
5 N -13.56 -8.31 0.71  0.138
6 H -11.04 -8.95 2.59  0.090
7 H -12.50 -9.87 2.16  0.031
8 H -14.16 -9.00 1.13  -0.039
9 H -13.87 -7.58 0.10  0.092
10 C -13.10 -11.31 5.95  -0.671
11 O -14.12 -11.91 6.25  0.029
12 N -12.87 -10.90 4.66  0.152
13 N -12.12 -11.00 6.86  0.150
14 H -12.03 -10.43 4.39  0.072
15 H -13.60 -11.14 4.00  -0.022
16 H -12.15 -11.42 7.77  0.096
17 H -11.32 -10.48 6.57  0.083
18 C -14.99 -8.15 6.66  -0.051
19 C -15.39 -7.49 5.37  -0.428
20 C -14.16 -6.98 4.62  -0.213
21 O -13.46 -6.01 5.41  -0.207
22 C -12.33 -5.45 4.75  -0.101
23 N -16.08 -8.48 4.50  0.052
24 H -14.35 -7.47 7.23  0.073
25 H -14.39 -9.04 6.50  0.057
26 H -15.84 -8.47 7.26  0.083
27 H -16.07 -6.65 5.52  0.136
28 H -14.52 -6.42 3.74  0.125
29 H -13.51 -7.82 4.35  0.115
30 H -12.34 -4.39 4.99  0.079
31 H -12.42 -5.52 3.66  0.075
32 H -11.43 -5.92 5.16  0.081
33 H -15.37 -9.16 4.26  0.014
34 H -16.28 -8.01 3.62  0.063
35 C -18.68 -12.89 -1.75  -0.078
36 C -17.97 -13.15 -0.43  -0.423
37 C -16.56 -13.68 -0.60  -0.197
38 O -16.56 -15.03 -1.08  -0.184
39 C -16.11 -15.18 -2.39  -0.139
40 N -17.98 -11.94 0.40  0.037
41 H -18.85 -13.84 -2.28  0.074
42 H -18.09 -12.30 -2.45  0.078
43 H -19.68 -12.46 -1.65  0.073
44 H -18.52 -13.93 0.11  0.137
45 H -16.16 -13.79 0.42  0.126
46 H -15.91 -13.04 -1.19  0.130
47 H -16.51 -16.09 -2.84  0.082
48 H -15.01 -15.20 -2.46  0.085
49 H -16.40 -14.31 -3.00  0.076
50 H -17.05 -11.58 0.64  -0.015
51 H -18.40 -11.20 -0.15  0.061
52 O -13.64 -13.59 3.48  -0.107
53 H -12.71 -13.36 3.46  0.014
54 H -14.08 -12.87 2.99  -0.103
55 O -16.57 -11.44 4.81  -0.128
56 H -16.17 -11.27 3.95  -0.125
57 H -15.82 -11.69 5.37  -0.020
58 O -19.03 -10.34 2.71  -0.078
59 H -18.98 -10.56 1.77  -0.014
60 H -18.34 -9.69 2.87  0.009

---

No. 2
Density functional theory data (ωB97M-V with the def2-TZVPD basis set) for a structure of composition C10H37CuN2Si4Te at a distorted geometry.

As for the LUMO energy (spin up / spin down): 0.0997 / 0.0979 Eh. As for the spin multiplicity: 2. As for the total charge: -1.

Each line ends with the Löwdin spin population.
Atoms and positions in Å:
1 C -2.39 0.56 -4.45  0.014
2 Cu -0.51 0.38 -4.01  0.116
3 N 2.38 0.61 -2.32  0.118
4 N 0.92 0.00 -5.33  0.052
5 H 1.46 0.18 -1.99  0.010
6 H 2.47 0.30 -3.30  0.097
7 H -2.82 1.35 -3.81  0.001
8 H -2.93 -0.39 -4.31  0.002
9 H -2.42 0.87 -5.51  0.000
10 H 1.51 -0.79 -5.09  0.052
11 H 1.51 0.81 -5.56  0.060
12 H 0.43 -0.25 -6.19  0.012
13 H 3.14 0.27 -1.72  0.053
14 H 2.32 1.64 -2.25  0.073
15 C -3.57 -0.32 0.91  0.004
16 Si -2.01 -1.16 1.53  0.004
17 C -1.86 -0.95 3.39  0.000
18 C -2.08 -3.00 1.11  0.005
19 Si -0.17 -0.21 0.42  0.006
20 Te -0.51 -1.03 -1.89  0.183
21 Si -0.11 2.09 0.90  0.004
22 C 0.21 2.26 2.75  0.001
23 C 1.26 2.97 -0.06  0.031
24 C -1.76 2.84 0.42  0.002
25 Si 1.75 -1.29 1.28  0.004
26 C 1.69 -1.33 3.16  0.001
27 C 1.72 -3.04 0.58  0.003
28 C 3.36 -0.45 0.79  0.029
29 H -4.42 -0.97 1.16  0.000
30 H -3.56 -0.19 -0.18  0.002
31 H -3.73 0.66 1.38  0.000
32 H -2.78 -1.36 3.83  0.000
33 H -1.01 -1.49 3.82  0.000
34 H -1.79 0.10 3.70  0.000
35 H -2.01 -3.17 0.02  0.002
36 H -1.28 -3.57 1.60  0.000
37 H -3.04 -3.38 1.46  0.000
38 H 1.11 1.73 3.08  0.000
39 H 0.35 3.34 2.95  0.000
40 H -0.64 1.92 3.36  0.000
41 H 1.08 2.94 -1.14  0.018
42 H 1.24 4.02 0.25  0.001
43 H 2.26 2.58 0.17  0.009
44 H -2.10 2.48 -0.56  0.001
45 H -2.55 2.62 1.15  0.000
46 H -1.64 3.93 0.37  0.000
47 H 1.10 -2.18 3.52  0.000
48 H 2.72 -1.46 3.51  0.000
49 H 1.29 -0.42 3.61  0.000
50 H 1.36 -3.07 -0.45  0.001
51 H 2.75 -3.42 0.61  0.001
52 H 1.09 -3.71 1.19  0.000
53 H 3.87 -1.01 -0.01  0.016
54 H 3.26 0.61 0.50  0.008
55 H 4.02 -0.47 1.67  0.001

---

No. 3
Density functional theory data (ωB97M-V with the def2-TZVPD basis set) for a cluster of 8 separate species, C10H37NO9 in total at a distorted geometry.

Its relative energy (zero: lowest compared OMol25 entry of this formula, charge and spin) is 31.0 kcal/mol. As for the LUMO energy: 0.0168 Eh. Its structure (SMILES) is COCCNCCOC.CO.CO.CO.CO.O.O.O.

Each line ends with the Löwdin charge.
Atoms and positions in Å:
1 C 2.19 -2.35 1.01  -0.144
2 O 1.38 -1.61 1.83  -0.193
3 C 0.21 -2.39 2.08  -0.209
4 C -0.49 -1.86 3.28  -0.175
5 N -1.37 -0.68 3.10  -0.053
6 C -2.56 -0.77 2.24  -0.200
7 C -3.67 -1.58 2.80  -0.241
8 O -4.18 -0.87 3.93  -0.212
9 C -5.27 -1.53 4.61  -0.083
10 H 3.12 -1.84 0.77  0.079
11 H 1.59 -2.58 0.08  0.111
12 H 2.43 -3.27 1.48  0.068
13 H 0.58 -3.38 2.38  0.123
14 H -0.28 -2.49 1.14  0.103
15 H 0.29 -1.50 3.91  0.117
16 H -0.98 -2.66 3.83  0.113
17 H -1.57 -0.34 4.04  0.120
18 H -2.27 -1.25 1.31  0.109
19 H -2.95 0.20 1.93  0.117
20 H -3.31 -2.54 3.10  0.106
21 H -4.58 -1.74 2.19  0.134
22 H -4.98 -2.56 4.86  0.091
23 H -6.21 -1.45 4.07  0.075
24 H -5.40 -0.88 5.48  0.086
25 C 4.02 -0.06 -5.44  -0.163
26 O 3.31 0.84 -6.28  -0.125
27 H 3.50 -1.04 -5.30  0.089
28 H 4.99 -0.21 -5.90  0.076
29 H 4.09 0.29 -4.45  0.053
30 H 2.49 1.05 -5.83  0.058
31 C 2.21 3.99 -3.99  -0.130
32 O 1.27 3.84 -2.93  -0.149
33 H 1.80 4.81 -4.56  0.068
34 H 3.23 4.20 -3.60  0.086
35 H 2.34 3.10 -4.69  0.080
36 H 1.52 3.03 -2.44  0.042
37 C 2.43 0.73 -0.10  -0.142
38 O 1.82 1.38 -1.19  -0.124
39 H 3.13 1.43 0.40  0.094
40 H 1.78 0.35 0.62  0.033
41 H 3.08 -0.07 -0.45  0.071
42 H 0.87 1.40 -0.99  0.035
43 C -0.91 -0.84 -2.38  -0.138
44 O -0.39 -1.18 -1.10  -0.128
45 H -0.98 -1.74 -3.00  0.083
46 H -1.88 -0.34 -2.36  0.082
47 H -0.21 -0.18 -2.84  0.050
48 H -0.64 -0.53 -0.44  0.023
49 O 0.41 1.78 2.79  -0.068
50 H -0.27 1.07 2.91  0.023
51 H 1.19 1.44 3.22  0.038
52 O -1.00 2.72 -1.82  -0.039
53 H -0.68 3.52 -2.24  0.036
54 H -1.45 2.25 -2.53  0.057
55 O -0.96 1.27 0.53  -0.054
56 H -1.34 1.78 -0.19  0.017
57 H -0.47 1.84 1.13  0.022

---

No. 4
Density functional theory data (ωB97M-V with the def2-TZVPD basis set) for a cluster of 9 separate species, C10H38N6O9 in total at a distorted geometry.

Its relative energy (zero: lowest compared OMol25 entry of this formula, charge and spin) is 41.0 kcal/mol. As for the LUMO energy: -0.0095 Eh. Its structure (SMILES) is NC(N)=O.NC(N)=O.NC(N)=O.CCO.CO.CO.CO.CO.CO.

Each line ends with the Löwdin charge.
Atoms and positions in Å:
1 N -4.80 3.33 1.06  0.089
2 C -3.88 2.92 0.20  -0.663
3 N -3.55 1.75 0.47  0.137
4 O -3.39 3.69 -0.82  -0.067
5 H -5.25 4.28 0.90  0.169
6 H -5.43 2.69 1.62  0.160
7 H -2.97 1.15 -0.19  0.103
8 H -4.04 1.14 1.17  0.170
9 N -2.93 4.01 2.88  0.139
10 C -1.79 3.45 3.02  -0.693
11 N -1.63 2.42 2.28  0.159
12 O -0.85 3.92 3.92  -0.164
13 H -3.03 4.94 3.37  0.150
14 H -3.61 3.78 2.12  0.037
15 H -0.68 1.97 2.34  0.120
16 H -2.22 2.16 1.45  0.066
17 N 1.05 -3.30 -1.47  0.174
18 C 0.75 -2.38 -2.32  -0.607
19 N 1.36 -2.53 -3.48  0.147
20 O -0.08 -1.33 -2.04  -0.093
21 H 0.81 -3.09 -0.48  0.094
22 H 1.53 -4.22 -1.70  0.158
23 H 1.23 -1.86 -4.21  0.119
24 H 2.13 -3.26 -3.59  0.151
25 C -1.67 -1.37 0.76  -0.072
26 C -2.66 -1.08 -0.34  -0.270
27 O -2.13 -0.03 -1.10  -0.114
28 H -1.72 -0.89 1.73  0.078
29 H -0.60 -1.40 0.48  0.058
30 H -1.73 -2.38 1.10  0.043
31 H -3.65 -0.76 -0.11  0.095
32 H -2.81 -1.91 -0.99  0.110
33 H -1.30 -0.30 -1.48  0.021
34 C 4.01 -2.05 0.69  -0.205
35 O 4.68 -3.23 0.78  -0.090
36 H 4.63 -1.41 0.12  0.073
37 H 3.77 -1.58 1.62  0.066
38 H 3.11 -2.34 0.20  0.052
39 H 4.61 -3.70 -0.06  0.088
40 C 0.67 2.58 -1.94  -0.143
41 O -0.41 2.49 -1.07  -0.132
42 H 0.32 3.21 -2.81  0.103
43 H 1.07 1.64 -2.41  0.079
44 H 1.45 3.08 -1.43  0.066
45 H -0.70 3.37 -0.82  0.083
46 C 1.62 0.35 0.60  -0.142
47 O 0.46 1.02 1.03  -0.141
48 H 1.33 -0.54 0.00  0.056
49 H 2.20 -0.03 1.48  0.083
50 H 2.30 0.94 0.00  0.076
51 H -0.13 1.16 0.29  0.025
52 C 0.74 -2.83 2.64  -0.129
53 O 0.45 -3.51 1.42  -0.153
54 H 1.79 -2.38 2.60  0.093
55 H 0.75 -3.49 3.52  0.082
56 H -0.05 -2.08 2.88  0.082
57 H -0.51 -3.54 1.38  0.048
58 C 3.81 -0.59 -2.64  -0.145
59 O 3.37 0.50 -3.44  -0.077
60 H 4.82 -0.61 -2.43  0.062
61 H 3.66 -1.47 -3.28  0.062
62 H 3.22 -0.80 -1.74  0.054
63 H 2.52 0.30 -3.73  0.021

---

Number 1: electronic energy -46754.0844 eV. Number 2: electronic energy -97395.4308 eV. Number 3: electronic energy -30884.6145 eV. Number 4: electronic energy -38349.9987 eV.